--- P ---
The following is a DFT calculation (ωB97M-V/def2-TZVPD) of a 2-piece molecular cluster, C16H17N overall.

ORCA input file:
```
! wB97M-V def2-TZVPD RIJCOSX def2/J DEFGRID3
* xyz 0 1
C -4.855 -0.519 -0.605
C -3.506 0.121 -0.675
C -2.952 0.777 -1.721
N -1.728 1.317 -1.379
C -1.502 1.005 -0.059
C -0.424 1.347 0.750
C -0.346 0.816 2.019
C -1.370 -0.031 2.478
C -2.469 -0.338 1.689
C -2.567 0.213 0.417
H -5.608 0.245 -0.720
H -5.043 -0.860 0.413
H -5.090 -1.303 -1.321
H -3.487 0.924 -2.639
H -1.022 1.550 -2.050
H 0.297 2.063 0.401
H 0.527 0.880 2.658
H -1.346 -0.399 3.489
H -3.133 -1.102 2.064
C 2.698 -2.116 1.466
C 2.989 -1.197 0.320
C 4.266 -0.824 -0.073
C 4.460 0.159 -1.039
C 3.378 0.637 -1.762
C 2.098 0.201 -1.464
C 1.921 -0.738 -0.440
H 2.470 -1.543 2.377
H 3.547 -2.737 1.729
H 1.756 -2.639 1.305
H 5.144 -1.054 0.517
H 5.430 0.553 -1.240
H 3.517 1.349 -2.558
H 1.169 0.582 -1.864
H 0.931 -1.123 -0.336
*
```

Values from the calculation:
* lowest unoccupied orbital energy: 0.868 eV
* orbital gap: 8.71 eV
* SMILES: Cc1c[nH]c2ccccc12.Cc1ccccc1

Atomic partial charges in e from the Löwdin method, atoms 1 to 6:
1 C -0.044
2 C -0.228
3 C -0.065
4 N 0.082
5 C -0.223
6 C -0.044

=====

--- Q ---
The following is a DFT calculation (ωB97M-V/def2-TZVPD) of a 2-piece molecular cluster, C16H17N overall.

ORCA input file:
```
! wB97M-V def2-TZVPD RIJCOSX def2/J DEFGRID3
* xyz 0 1
C 4.874 1.233 0.066
C 4.323 -0.107 -0.335
C 5.057 -1.043 -1.072
N 4.248 -2.206 -1.262
C 2.951 -1.942 -0.701
C 1.791 -2.696 -0.695
C 0.686 -2.159 -0.056
C 0.692 -0.806 0.496
C 1.803 -0.076 0.318
C 2.974 -0.645 -0.162
H 5.708 1.097 0.630
H 4.144 1.805 0.562
H 5.031 1.804 -0.835
H 6.165 -1.038 -1.339
H 4.631 -2.988 -1.682
H 1.816 -3.704 -1.037
H -0.259 -2.751 -0.002
H -0.275 -0.471 0.949
H 1.834 0.991 0.621
C -3.696 1.420 -1.874
C -3.780 1.206 -0.303
C -2.644 0.943 0.502
C -2.785 0.626 1.927
C -4.062 0.608 2.422
C -5.182 0.914 1.662
C -5.041 1.114 0.235
H -3.576 0.449 -2.464
H -2.836 1.990 -2.139
H -4.601 2.054 -2.135
H -1.638 1.230 0.138
H -1.920 0.499 2.616
H -4.215 0.547 3.521
H -6.264 0.839 1.975
H -5.954 1.263 -0.546
*
```

Values from the calculation:
* lowest unoccupied orbital energy: 0.954 eV
* orbital gap: 8.69 eV
* SMILES: Cc1c[nH]c2ccccc12.Cc1ccccc1

Atomic partial charges in e from the Löwdin method, atoms 1 to 6:
1 C -0.039
2 C -0.209
3 C -0.041
4 N 0.071
5 C -0.190
6 C -0.045

=====

Unit: kcal/mol. Relative energies: P 0.0; Q 31.1.

=====

--- P ---
The following is a DFT calculation (ωB97M-V/def2-TZVPD) of one molecule with the formula C17H23NO4.

ORCA input file:
```
! wB97M-V def2-TZVPD RIJCOSX def2/J DEFGRID3
* xyz 0 1
C -2.034 -1.992 3.807
O -2.215 -2.202 2.418
C -1.349 -1.494 1.612
C -0.098 -1.991 1.234
C 0.280 -3.391 1.681
C 0.771 -1.223 0.461
O 2.042 -1.783 0.261
C 2.694 -1.489 -0.989
C 3.690 -0.387 -0.836
C 4.254 0.243 -1.924
C 5.157 1.413 -1.684
C 3.911 -0.223 -3.348
C 0.373 0.033 -0.023
C -0.910 0.497 0.251
C -1.723 -0.255 1.104
C -3.041 0.442 1.238
N -2.830 1.627 0.365
C -3.855 2.703 0.252
C -4.332 2.778 -1.184
O -3.367 3.362 -2.072
C -1.585 1.670 -0.189
O -1.147 2.561 -0.944
H -3.015 -1.861 4.248
H -1.499 -2.859 4.258
H -1.480 -1.071 3.992
H -0.468 -4.119 1.332
H 1.284 -3.678 1.341
H 0.213 -3.442 2.772
H 3.197 -2.390 -1.361
H 1.910 -1.185 -1.713
H 3.904 -0.053 0.175
H 4.764 2.332 -2.129
H 5.296 1.621 -0.574
H 6.141 1.164 -2.124
H 3.253 -1.070 -3.316
H 3.384 0.576 -3.905
H 4.800 -0.484 -3.922
H 1.025 0.621 -0.669
H -3.892 -0.162 0.875
H -3.226 0.699 2.288
H -3.351 3.640 0.532
H -4.686 2.481 0.928
H -4.580 1.794 -1.498
H -5.230 3.405 -1.201
H -2.428 3.143 -1.818
*
```

Values from the calculation:
* lowest unoccupied orbital energy: 0.519 eV
* orbital gap: 9.29 eV
* SMILES: COc1c(C)c(OCC=C(C)C)cc2c1CN(CCO)C2=O

Atomic partial charges in e from the Löwdin method, atoms 1 to 6:
1 C -0.071
2 O -0.094
3 C -0.204
4 C -0.103
5 C 0.001
6 C -0.183

=====

--- Q ---
The following is a DFT calculation (ωB97M-V/def2-TZVPD) of one molecule with the formula C17H23NO4.

ORCA input file:
```
! wB97M-V def2-TZVPD RIJCOSX def2/J DEFGRID3
* xyz 0 1
C 3.000 -0.498 3.472
C 1.838 -1.050 2.656
C 2.296 -1.597 1.306
C 1.125 -2.098 0.466
C 1.570 -2.619 -0.899
C 0.371 -3.024 -1.763
C -0.573 -1.858 -1.988
O -1.691 -1.794 -1.527
N -0.061 -0.887 -2.790
C -0.740 0.365 -2.987
C -0.203 1.497 -2.124
O -0.390 2.663 -2.342
O 0.491 1.025 -1.084
C 0.952 1.982 -0.140
C -0.141 2.862 0.478
O 0.159 3.930 0.954
C -1.522 2.344 0.445
C -1.824 0.987 0.547
C -3.135 0.558 0.461
C -4.155 1.478 0.276
C -3.866 2.831 0.200
C -2.558 3.265 0.290
H 3.492 0.313 2.940
H 2.649 -0.117 4.428
H 3.736 -1.277 3.663
H 1.346 -1.847 3.218
H 1.099 -0.259 2.499
H 3.004 -2.413 1.470
H 2.824 -0.812 0.757
H 0.601 -2.891 1.003
H 0.418 -1.282 0.312
H 2.150 -1.842 -1.404
H 2.224 -3.484 -0.768
H 0.717 -3.398 -2.729
H -0.190 -3.815 -1.264
H 0.906 -0.940 -3.065
H -1.785 0.207 -2.691
H -0.713 0.674 -4.035
H 1.440 1.405 0.650
H 1.686 2.650 -0.605
H -1.043 0.261 0.711
H -3.352 -0.497 0.519
H -5.177 1.138 0.195
H -4.663 3.549 0.068
H -2.311 4.314 0.221
*
```

Values from the calculation:
* lowest unoccupied orbital energy: 0.474 eV
* orbital gap: 9.92 eV
* SMILES: CCCCCCC(=O)NCC(=O)OCC(=O)c1ccccc1

Atomic partial charges in e from the Löwdin method, atoms 1 to 6:
1 C -0.113
2 C -0.275
3 C -0.229
4 C -0.210
5 C -0.198
6 C -0.107

=====

Unit: kcal/mol. Relative energies: P 51.8; Q 0.0.

=====

--- P ---
The following is a DFT calculation (ωB97M-V/def2-TZVPD) of a 2-piece molecular cluster, C4H3I overall.

ORCA input file:
```
! wB97M-V def2-TZVPD RIJCOSX def2/J DEFGRID3
* xyz 0 1
C -0.542 -0.490 0.307
C 0.635 -0.071 0.055
C -1.814 -0.800 0.484
C 1.661 0.629 -0.357
I 3.571 0.234 -1.092
H -2.589 0.037 0.595
H -2.400 -1.744 0.552
H 1.479 2.205 -0.544
*
```

Values from the calculation:
* lowest unoccupied orbital energy: -0.102 eV
* orbital gap: 8.77 eV

Atomic partial charges in e from the Löwdin method, atoms 1 to 6:
1 C -0.117
2 C -0.229
3 C 0.005
4 C -0.736
5 I 0.739
6 H 0.085

=====

--- Q ---
The following is a DFT calculation (ωB97M-V/def2-TZVPD) of a 2-piece molecular cluster, C4H3I overall.

ORCA input file:
```
! wB97M-V def2-TZVPD RIJCOSX def2/J DEFGRID3
* xyz 0 1
C 0.052 2.187 0.486
C 0.862 1.908 -0.356
I 2.544 1.365 -1.414
H -0.606 2.414 1.257
C -0.006 -0.901 -0.596
C 1.105 -1.285 -0.354
H -0.761 -0.130 -0.841
H 1.856 -2.075 -0.255
*
```

Values from the calculation:
* lowest unoccupied orbital energy: 0.131 eV
* orbital gap: 9.53 eV
* SMILES: C#CI.C#C

Atomic partial charges in e from the Löwdin method, atoms 1 to 6:
1 C -0.021
2 C -0.750
3 I 0.875
4 H 0.012
5 C -0.068
6 C -0.129

=====

Unit: kcal/mol. Relative energies: P 1.3; Q 0.0.

=====

--- P ---
The following is a DFT calculation (ωB97M-V/def2-TZVPD) of one molecule with the formula C2H6N2O2S.

ORCA input file:
```
! wB97M-V def2-TZVPD RIJCOSX def2/J DEFGRID3
* xyz 0 1
N 0.897 1.322 -0.812
S -0.264 0.375 -0.045
N -0.488 1.384 1.168
O -1.522 0.246 -0.837
C 0.642 -1.083 0.608
C 0.247 -2.069 -0.410
O -0.540 -1.865 0.682
H 0.938 2.292 -0.468
H 1.162 1.158 -1.706
H -0.159 1.214 2.129
H -1.358 1.830 1.218
H -0.316 -1.699 -1.198
H 0.763 -3.106 -0.330
*
```

Values from the calculation:
* lowest unoccupied orbital energy: 0.378 eV
* orbital gap: 8.70 eV
* SMILES: NS(N)(=O)=C1CO1

Atomic partial charges in e from the Löwdin method, atoms 1 to 6:
1 N -0.079
2 S 0.799
3 N -0.098
4 O -0.344
5 C -0.282
6 C -0.282

=====

--- Q ---
The following is a DFT calculation (ωB97M-V/def2-TZVPD) of a 2-piece molecular cluster, C2H6N2O2S overall.

ORCA input file:
```
! wB97M-V def2-TZVPD RIJCOSX def2/J DEFGRID3
* xyz 0 1
C 2.771 1.644 2.573
C -1.002 0.725 -0.293
N 1.680 1.543 2.096
N 0.436 -1.030 0.960
O 3.652 1.871 3.264
O 1.619 0.497 -0.356
S 0.450 -0.328 -0.595
H 1.345 1.415 1.116
H -1.018 1.686 -0.978
H -1.837 0.132 -0.576
H -1.012 1.047 0.672
H 1.260 -0.755 1.508
H -0.042 -1.931 1.184
*
```

Values from the calculation:
* lowest unoccupied orbital energy: 0.518 eV
* orbital gap: 10.04 eV

Atomic partial charges in e from the Löwdin method, atoms 1 to 6:
1 C -0.443
2 C -0.251
3 N 0.175
4 N -0.220
5 O 0.162
6 O -0.549

=====

Unit: kcal/mol. Relative energies: P 94.6; Q 0.0.

=====

--- P ---
The following is a DFT calculation (ωB97M-V/def2-TZVPD) of C2H6N2O2S as an isolated structure.

ORCA input file:
```
! wB97M-V def2-TZVPD RIJCOSX def2/J DEFGRID3
* xyz 0 1
C 0.028 0.569 -0.122
C 0.808 0.218 0.992
N 0.420 0.906 -1.277
N 2.171 -0.143 0.551
O -2.260 -1.225 0.915
O -2.590 -0.102 -1.369
S -2.194 0.102 0.331
H 0.341 -0.595 1.564
H 0.707 1.000 1.632
H -0.151 1.137 -2.060
H -1.877 -0.743 -1.639
H 2.150 -0.084 -0.415
H 2.448 -1.039 0.897
*
```

Values from the calculation:
* lowest unoccupied orbital energy: 0.272 eV
* orbital gap: 8.91 eV

Atomic partial charges in e from the Löwdin method, atoms 1 to 6:
1 C -0.306
2 C -0.286
3 N 0.143
4 N 0.045
5 O -0.525
6 O -0.379

=====

--- Q ---
The following is a DFT calculation (ωB97M-V/def2-TZVPD) of a 2-piece molecular cluster, C2H6N2O2S overall.

ORCA input file:
```
! wB97M-V def2-TZVPD RIJCOSX def2/J DEFGRID3
* xyz 0 1
C -0.074 -0.116 1.318
C 0.140 -0.546 -0.150
H -1.404 1.524 0.626
H -1.088 -0.402 1.729
H 0.695 -0.554 1.867
H 2.034 -1.024 0.268
H 1.723 -0.692 -2.184
H -2.956 -0.472 -1.164
N 1.199 -1.461 -0.224
N -0.846 -0.415 -0.957
O 1.729 -1.716 -1.649
O -1.847 0.523 -0.793
S -0.058 1.767 1.228
*
```

Values from the calculation:
* lowest unoccupied orbital energy: -1.298 eV
* orbital gap: 7.30 eV

Atomic partial charges in e from the Löwdin method, atoms 1 to 6:
1 C -0.451
2 C -0.484
3 H -0.049
4 H 0.095
5 H 0.032
6 H 0.147

=====

Unit: kcal/mol. Relative energies: P 0.0; Q 127.9.

=====

--- P ---
The following is a DFT calculation (ωB97M-V/def2-TZVPD) of one molecule with the formula C18H28O4.

ORCA input file:
```
! wB97M-V def2-TZVPD RIJCOSX def2/J DEFGRID3
* xyz 0 1
C -1.888 0.266 -2.405
O -0.656 0.463 -1.796
C -0.179 -0.681 -1.055
C 0.233 -0.262 0.308
C 1.385 0.682 0.210
O 1.020 1.933 -0.340
C 2.063 2.729 -0.954
C 1.551 4.114 -1.306
C 1.139 5.146 -0.255
O 2.359 5.244 -0.977
C -0.987 0.345 1.042
C -1.090 -0.118 2.452
C -0.130 -1.255 2.511
C -0.801 -2.674 2.544
C 0.214 -3.780 2.923
C 1.165 -3.794 1.657
C 0.339 -2.905 0.686
C -1.114 -3.187 1.207
C 0.633 -1.449 1.184
C -1.641 0.865 -3.782
C -1.025 2.328 -3.965
O -2.437 1.985 -4.201
H -2.628 0.816 -1.946
H -2.187 -0.828 -2.439
H 0.570 -1.261 -1.615
H -0.905 -1.421 -0.916
H 2.014 0.845 1.082
H 2.017 0.284 -0.577
H 2.877 2.829 -0.178
H 2.561 2.387 -1.878
H 0.903 4.060 -2.089
H 1.155 4.789 0.804
H 0.280 5.841 -0.400
H -1.744 0.022 0.543
H -1.189 1.384 1.079
H -2.154 -0.484 2.825
H -0.643 0.690 3.128
H 0.635 -1.112 3.284
H -1.593 -2.613 3.287
H -0.363 -4.595 3.058
H 0.760 -3.589 3.887
H 1.303 -4.776 1.244
H 2.185 -3.391 1.880
H 0.565 -3.157 -0.367
H -1.427 -4.334 1.286
H -1.852 -2.506 0.724
H 1.743 -1.473 1.269
H -1.618 0.030 -4.620
H -0.471 2.489 -4.922
H -0.946 3.080 -3.120
*
```

Values from the calculation:
* lowest unoccupied orbital energy: 0.725 eV
* orbital gap: 10.13 eV
* SMILES: C(OC[C@@]1(COC[C@H]2CO2)CC[C@H]2[C@@H]3CC[C@@H](C3)[C@H]21)[C@@H]1CO1

Atomic partial charges in e from the Löwdin method, atoms 1 to 6:
1 C -0.180
2 O -0.119
3 C -0.143
4 C -0.347
5 C -0.153
6 O -0.134

=====

--- Q ---
The following is a DFT calculation (ωB97M-V/def2-TZVPD) of one molecule with the formula C18H28O4.

ORCA input file:
```
! wB97M-V def2-TZVPD RIJCOSX def2/J DEFGRID3
* xyz 0 1
C -1.242 4.077 1.434
C -0.797 2.613 1.058
C -1.212 1.562 1.859
C -1.141 0.135 1.470
C -1.210 -0.804 2.743
C -1.341 -2.270 2.329
C -1.205 -3.192 3.544
C -0.145 -2.607 1.415
C -0.201 -1.788 0.093
C 0.705 -2.561 -0.965
C -0.019 -0.251 0.424
C -0.048 0.659 -0.843
C -1.315 0.466 -1.690
C 1.207 0.385 -1.758
O 2.329 0.484 -1.342
C 1.145 0.347 -3.231
C 2.350 -0.308 -3.965
O 2.646 0.360 -5.168
C -0.139 2.225 -0.290
C 1.297 2.766 -0.050
O 1.829 3.451 -0.912
O 1.881 2.593 1.181
H -2.277 4.044 1.841
H -0.555 4.521 2.223
H -1.174 4.714 0.596
H -1.588 1.775 2.866
H -2.148 0.053 1.022
H -1.983 -0.534 3.484
H -0.231 -0.796 3.262
H -2.361 -2.432 1.993
H -2.006 -2.938 4.224
H -0.278 -2.966 3.994
H -1.253 -4.224 3.327
H -0.170 -3.682 1.235
H 0.810 -2.361 1.886
H -1.185 -1.855 -0.351
H 0.567 -2.183 -1.960
H 0.544 -3.603 -0.917
H 1.680 -2.337 -0.676
H 1.071 -0.145 0.887
H -2.191 0.522 -1.079
H -1.476 1.223 -2.561
H -1.282 -0.564 -2.082
H 1.177 1.415 -3.504
H 0.293 -0.022 -3.699
H 2.079 -1.318 -4.248
H 3.230 -0.354 -3.359
H 3.209 -0.183 -5.788
H -0.569 2.771 -1.091
H 2.694 3.117 1.138
*
```

Values from the calculation:
* lowest unoccupied orbital energy: 0.706 eV
* orbital gap: 9.34 eV
* SMILES: CC1=C[C@@H]2C[C@H](C)C[C@H](C)[C@H]2[C@](C)(C(=O)CCO)[C@@H]1C(=O)O

Atomic partial charges in e from the Löwdin method, atoms 1 to 6:
1 C -0.031
2 C -0.190
3 C -0.029
4 C -0.241
5 C -0.124
6 C -0.378

=====

Unit: kcal/mol. Relative energies: P 127.0; Q 0.0.